Entry 1:
Molecular formula: C3H7BFInNO6
Method: DFT, ωB97M-V with the def2-TZVPD basis set

Properties
ΔE to the lowest compared entry with this formula, charge and spin: 267.2 kJ/mol
Maximum force: 6.38 eV Å⁻¹

ORCA input file:
```
! wB97M-V def2-TZVPD RIJCOSX def2/J DEFGRID3
* xyz 1 1
In 1.214 -2.162 -1.445
N -0.292 -4.553 1.479
O -0.626 -5.694 1.471
O 0.393 -4.194 2.435
O -0.329 -3.818 0.479
B 0.716 -0.504 -3.907
H 0.873 -0.293 -4.953
H 0.050 -1.335 -3.732
H 1.688 -0.779 -3.527
H 0.582 0.346 -3.257
C -1.113 2.396 2.199
C -0.006 3.129 1.521
O 0.733 2.073 0.912
C -0.214 1.127 0.522
O -0.026 0.153 -0.136
O -1.301 1.303 1.266
F 0.809 3.614 2.457
H -1.987 3.041 2.106
H -0.740 2.229 3.210
H -0.423 3.922 0.901
*
```

Entry 2:
Molecular formula: C3H4N4O
Method: DFT, ωB97M-V with the def2-TZVPD basis set

Properties
SMILES string: [H]/N=c1\ocnn1N=C
ΔE to the lowest compared entry with this formula, charge and spin: 416.7 kJ/mol
Maximum force: 6.85 eV Å⁻¹

ORCA input file:
```
! wB97M-V def2-TZVPD RIJCOSX def2/J DEFGRID3
* xyz 0 1
C -2.468 -0.242 0.151
C 1.944 -0.457 -0.036
C 0.215 0.734 -0.018
H -3.379 -0.817 -0.126
H -2.510 0.902 0.481
H 3.044 -0.757 0.123
H -0.028 2.611 -0.445
N -1.379 -0.966 -0.125
N -0.158 -0.477 0.105
N 0.997 -1.395 -0.120
N -0.559 1.690 -0.153
O 1.553 0.737 0.179
*
```

| no. | molar mass (g mol⁻¹) | total energy (eV) | orbital gap (eV) |
| --- | --- | --- | --- |
| 1 | 297.7 | -25546.08195 | 3.0 |
| 2 | 112.1 | -11179.65033 | 9.7 |